(1)
Density functional theory data (wB97M-V/def2-TZVPD) for a single C23H22N2O3 molecule.

```
50
Properties=species:S:1:pos:R:3:forces:R:3
O 3.74045 2.15819 -0.26829 0.0 -0.2 0.0
O 4.94852 3.27113 -3.82910 0.3 0.1 -0.1
O 2.56878 -0.39499 0.06834 0.2 0.1 0.0
N 0.56573 0.58889 -0.25014 -0.2 -0.1 0.1
N 1.74790 3.01184 0.31966 0.0 0.3 0.3
C -2.03674 -1.98623 3.46020 0.0 0.1 0.1
C -2.98770 -4.73291 1.13944 0.1 0.0 -0.3
C -3.44044 -3.55542 4.62307 -0.1 -0.2 -0.1
C 1.92394 1.43594 -2.91258 -0.1 0.2 -0.1
C -0.67843 -1.08452 1.03472 0.0 -0.1 -0.2
C -0.21725 1.78595 -0.45041 -0.2 0.6 -0.1
C -1.59090 -3.17490 -0.03836 0.1 0.3 0.2
C 1.57517 3.78108 -2.61520 0.0 -0.2 -0.2
C 1.09729 2.47929 -2.51458 -0.2 0.0 -0.3
C 2.56341 1.99520 -0.04069 0.5 0.5 0.2
C -2.67653 -2.38050 4.60260 0.1 0.2 -0.1
C -2.89120 -3.93952 2.30139 0.2 0.2 0.0
C -3.54192 -4.31736 3.49437 0.0 0.0 0.2
C 3.20955 1.68018 -3.35467 0.2 0.1 -0.1
C 3.69140 2.98167 -3.41418 -0.4 -0.3 0.1
C -2.12307 -2.74428 2.27159 -0.2 -0.3 0.0
C -0.10412 -0.69680 -0.32886 0.1 -0.2 0.2
C 0.32144 2.88485 0.46958 -0.4 -0.3 0.2
C 2.85371 4.03666 -3.06255 0.3 0.0 0.0
C 1.91043 0.61446 -0.07405 0.0 -0.5 0.0
C -1.47347 -2.36479 1.06142 0.1 0.0 -0.2
C -0.26219 2.19825 -1.94372 0.1 -0.1 0.2
C -2.34469 -4.35791 -0.00291 -0.2 -0.3 0.1
H 0.15852 -1.17154 1.73364 0.0 0.1 0.0
H 2.16847 3.92871 0.36198 0.1 -0.2 -0.1
H 0.07536 2.63060 1.51147 -0.1 0.1 -0.2
H 5.45428 2.45530 -3.92736 -0.1 0.1 0.0
H -0.73062 1.38142 -2.49775 -0.1 0.0 0.0
H -4.12241 -5.22908 3.49650 -0.1 -0.1 0.0
H 0.64568 -1.42859 -0.63734 -0.2 0.0 -0.1
H -0.89500 -0.63323 -1.08057 0.0 0.0 0.0
H -1.31999 -0.26893 1.38471 0.1 0.0 0.1
H 3.84925 0.85500 -3.63478 0.1 -0.1 0.0
H 1.56432 0.41794 -2.87593 0.0 -0.1 0.0
H -0.15384 3.83829 0.23006 0.0 0.0 0.0
H 3.23175 5.04408 -3.13289 0.0 0.1 0.0
H -2.59443 -1.78569 5.50078 0.0 0.1 0.0
H -0.90108 3.07858 -2.03329 -0.1 0.0 0.0
H -3.57435 -5.63944 1.17483 -0.1 -0.1 0.0
H -3.94083 -3.85135 5.53331 0.0 -0.1 0.0
H -1.44909 -1.08168 3.47586 0.1 0.1 0.0
H -1.09731 -2.92027 -0.96249 0.1 0.1 -0.1
H -1.24607 1.56410 -0.14106 0.2 0.0 0.0
H 0.93762 4.60732 -2.33182 -0.1 0.1 0.0
H -2.40931 -4.96494 -0.89397 0.0 -0.1 0.0
```
Positions in Å, forces in eV/Å.

The calculation puts the energy relative to the best compared isomer or geometry (same formula, charge and spin) at 0.980 eV. The gap between HOMO and LUMO is 8.74 eV. The HOMO energy is -8.31 eV. Its spin multiplicity is 1.


(2)
Density functional theory data (wB97M-V/def2-TZVPD) for a molecular structure, C4H10CsI2N2O4SSe in a non-equilibrium geometry.

```
25
Properties=species:S:1:pos:R:3:forces:R:3
Cs -1.60684 -1.41193 1.38056 -0.5 -1.8 -1.0
I -0.41712 3.75088 -0.98598 0.0 0.0 0.0
I -3.15008 1.65701 -0.19490 -0.3 0.1 -0.1
Se 0.20577 0.72804 2.60557 0.3 0.1 0.1
S 0.60100 -2.83142 -2.26876 0.0 -0.3 -0.1
O 0.80690 -0.77097 2.91727 0.0 0.1 0.0
O -1.42934 0.63720 2.84154 0.0 1.1 0.7
O 0.35723 0.93707 0.95649 0.0 0.0 0.1
O 0.88313 1.92829 3.42350 0.2 0.3 0.2
N 0.10085 -0.28646 -1.60196 -0.2 -0.1 0.1
N 1.52365 -1.37776 -0.22855 -0.3 0.2 0.4
C -1.78964 3.11491 0.48870 0.0 0.2 -0.1
C -0.82277 -0.11414 -2.69923 0.1 0.1 -0.1
C 0.75010 -1.44382 -1.32067 0.1 0.2 -0.2
C 2.19435 -2.49400 0.39467 0.1 0.0 0.0
H 1.82785 -3.42489 -0.03279 0.0 0.0 0.0
H 1.36069 -0.55057 0.35964 0.2 0.0 0.0
H -2.36548 3.97484 0.80589 0.0 0.0 0.0
H -1.23165 2.65302 1.28328 0.1 -0.1 0.2
H 0.09942 0.41350 -0.85945 0.1 0.0 0.0
H 3.27319 -2.43818 0.22885 0.0 0.0 0.0
H -1.85831 -0.05753 -2.35644 0.0 -0.1 0.0
H -0.71898 -0.95706 -3.37569 0.0 0.0 0.0
H -0.59780 0.81428 -3.22967 0.0 0.0 0.0
H 2.00388 -2.45030 1.46815 0.0 0.0 0.0
```
Positions in Å, forces in eV/Å.

The calculation puts the energy relative to the best compared isomer or geometry (same formula, charge and spin) at 0.127 eV. The gap between HOMO and LUMO is 7.17 eV. The total charge is -1. The HOMO energy is -5.32 eV. Its spin multiplicity is 1.


(3)
Density functional theory data (wB97M-V/def2-TZVPD) for a molecular structure, C18H41O2P3Tb in a non-equilibrium geometry.

```
65
Properties=species:S:1:pos:R:3:forces:R:3
Tb 0.55899 -0.49964 0.36192 1.8 3.1 2.5
P -1.41462 1.45503 -0.14208 -1.1 1.4 -0.7
P 0.55290 1.15991 2.75722 0.2 0.9 1.3
P -1.06020 -2.49831 1.20264 -2.0 -2.3 1.1
O 0.30408 -1.31092 -1.49812 -1.2 -2.7 1.3
O 2.75138 -1.01048 0.66730 -0.1 -0.6 0.5
C 0.21315 -0.31243 -3.63773 -0.3 -0.1 0.1
C 3.50496 2.40322 -2.44789 -0.2 0.2 0.6
C 0.69747 2.98909 2.69266 0.1 0.1 -0.5
C -0.54675 -3.56735 2.60606 0.7 0.3 0.1
C -0.64580 3.00621 -0.76001 0.5 -0.1 0.0
C -0.74696 0.94326 4.03210 -0.2 -0.3 -0.2
C -0.08154 -1.41637 -2.84908 -0.6 -0.2 -1.5
C -1.32077 -2.46800 -4.59253 0.3 0.0 0.1
C 2.05765 0.76274 3.72516 0.2 -0.3 -0.2
C 3.61136 3.09444 -1.30110 -0.2 -0.3 -0.4
C 3.98230 -0.46177 0.12384 0.9 0.3 -0.2
C -1.06067 -1.36235 -5.40605 -0.1 0.0 0.0
C -2.62932 2.11998 1.06341 0.0 -0.4 0.4
C -0.78139 -2.52644 -3.30311 -0.1 0.4 0.1
C -2.55293 1.06286 -1.52421 0.1 -0.4 -0.1
C -0.31040 -0.28118 -4.93468 0.2 -0.3 0.2
C -1.36168 -3.75659 -0.09865 0.0 -0.1 -0.2
C -2.77546 -2.04295 1.69085 0.1 0.7 -0.2
H -1.99527 0.74210 -2.41275 -0.2 0.1 0.1
H -0.21993 -2.00466 -0.80344 0.7 0.7 -3.4
H -1.33104 3.49739 -1.46386 0.2 -0.1 0.2
H -1.29258 -4.35549 2.78585 0.1 0.3 -0.2
H -1.94015 -3.29004 -4.95185 0.3 0.2 0.0
H -3.01244 1.30400 1.68899 -0.1 0.2 -0.1
H -3.38490 -2.94733 1.82978 0.3 0.2 -0.1
H -3.22886 0.25076 -1.22582 0.1 0.2 -0.1
H 4.05032 2.65525 -0.39572 -0.1 0.2 -0.4
H -2.18329 2.87900 1.71584 -0.1 -0.2 -0.2
H 3.70905 0.29132 -0.61947 0.0 -0.2 0.1
H -2.06672 -3.39107 -0.85760 0.1 -0.1 0.2
H 1.37881 3.27044 1.87907 -0.1 0.1 0.2
H 1.10576 3.36388 3.64147 -0.2 -0.2 -0.2
H -2.76133 -1.47175 2.62975 0.0 -0.2 -0.2
H 2.02410 -0.28014 4.06728 0.1 0.2 0.0
H 0.42034 -4.03574 2.37356 -0.3 0.0 0.1
H -3.47241 2.56785 0.51972 0.3 -0.1 0.1
H 2.97603 -1.77449 1.23074 0.1 0.3 -0.2
H -0.39423 1.31923 5.00325 -0.1 -0.1 -0.3
H -3.23416 -1.41672 0.91059 0.0 -0.2 0.2
H 2.95214 0.89464 3.10039 -0.2 0.0 0.2
H 0.81495 0.50137 -3.22553 -0.2 -0.1 -0.2
H -1.79342 -4.64427 0.38301 0.1 0.2 -0.1
H -0.90735 -3.39519 -2.65684 -0.1 0.2 -0.4
H 3.09545 2.85524 -3.35590 0.2 -0.1 0.3
H -0.13149 0.58960 -5.56301 0.0 -0.3 0.1
H 4.56072 -1.26484 -0.34658 -0.2 0.2 0.1
H -0.43119 -2.96262 3.51685 0.0 -0.2 -0.2
H 0.29811 2.78364 -1.27916 -0.2 0.2 0.0
H -3.14461 1.95690 -1.76600 0.2 -0.3 0.1
H 3.29205 4.14215 -1.22995 0.2 -0.5 -0.1
H 3.83553 1.35998 -2.52497 0.0 0.4 -0.1
H -1.66375 1.47443 3.74563 0.2 -0.1 0.1
H 4.55587 0.00336 0.93455 -0.1 -0.1 -0.2
H -1.44673 -1.34757 -6.42580 0.0 0.1 0.3
H -0.42489 3.68452 0.07363 -0.1 -0.2 -0.2
H -0.27293 3.46410 2.50423 0.3 -0.1 0.1
H 2.12519 1.42793 4.59791 0.0 -0.2 -0.2
H -0.98599 -0.12500 4.12767 0.0 0.2 0.2
H -0.42049 -4.05411 -0.58346 -0.2 -0.1 0.1
```
Positions in Å, forces in eV/Å.

The calculation puts the energy relative to the best compared isomer or geometry (same formula, charge and spin) at 0.655 eV. The gap between HOMO and LUMO (spin up / spin down) is 7.17 / 7.50 eV. The total charge is +3. The HOMO energy (spin up / spin down) is -17.48 / -17.48 eV. Its spin multiplicity is 7.


(4)
Density functional theory data (wB97M-V/def2-TZVPD) for 7 unconnected molecules or ions with the total composition C10H32IN8O6 in a non-equilibrium geometry.

```
57
Properties=species:S:1:pos:R:3:forces:R:3
I -1.80978 -0.39164 -0.87573 0.1 0.0 0.2
O 3.19295 -2.05175 -3.13916 0.3 -1.2 0.1
O -1.38665 5.33860 -0.65130 0.4 -1.6 0.0
O -3.75316 0.62520 7.05994 -1.0 0.2 1.3
O 1.80037 -6.39388 2.59311 0.5 -1.5 -0.8
O -5.52037 -6.36926 2.75806 -1.3 -1.9 3.5
O 1.47347 4.12677 -6.80975 -0.5 0.3 0.9
N -4.33623 -6.44901 0.93232 2.9 -1.7 -2.6
N 0.93712 -4.44419 2.36359 -1.3 6.2 3.5
N 0.99720 2.81479 -4.99782 1.9 -2.6 0.2
N 0.07789 4.69878 -5.11762 -3.6 5.1 1.2
N 0.82940 -5.58707 0.58991 0.7 -2.7 -1.3
N -5.23999 -4.56777 1.57925 -0.8 5.1 -0.1
N -3.77768 0.06953 4.87524 -2.6 -1.0 -3.2
N -1.94047 0.59021 5.81953 5.0 0.6 -0.6
C 5.16121 -0.76660 -3.11117 1.0 -1.1 -1.5
C -0.22888 5.86192 -0.03258 -1.4 1.3 -0.1
C -0.37134 7.32541 -0.46683 1.3 -0.7 1.5
C 1.25285 -5.56212 1.89340 0.3 -2.7 -2.0
C -3.19912 0.45152 6.00016 -2.7 -0.1 1.4
C -0.21034 5.51006 1.44081 1.2 0.4 0.2
C 0.89045 3.94297 -5.73456 2.7 -3.3 -2.0
C 4.57051 -2.17438 -2.73332 -0.5 3.7 -0.5
C 4.72980 -2.28921 -1.24999 0.1 -1.2 0.3
C -4.96219 -5.80974 1.87574 -1.8 -0.2 -0.7
H 0.75477 5.86725 1.80009 0.1 0.3 0.4
H 5.04418 -2.96211 -3.31916 -0.1 0.1 0.1
H -1.65889 0.45284 4.85936 1.1 0.2 0.7
H 1.06123 -6.43970 0.10065 -0.2 0.4 -0.3
H -4.82116 -3.95503 0.89426 0.2 -0.6 -0.1
H -1.27544 4.41615 -0.40981 -1.0 -0.7 -0.4
H 0.45668 -3.76126 1.79535 0.1 0.2 0.8
H 5.61766 -1.74733 -0.92416 -0.1 -0.1 0.1
H 6.24980 -0.75814 -3.05625 0.2 -0.1 0.4
H 1.15974 -4.33797 3.34300 -0.3 0.6 -0.2
H 1.80594 2.23554 -5.17251 -0.4 -0.1 -0.1
H -0.16589 4.54632 -4.14941 0.0 0.3 -0.4
H 0.52080 7.78436 -0.04071 0.1 0.8 -0.6
H -1.24250 7.77810 0.00671 -0.1 -0.1 -0.2
H -4.53214 -7.43501 0.83472 0.6 0.3 0.0
H -3.25982 -0.02063 4.01281 -0.1 0.0 0.2
H -4.77364 0.09746 4.70975 0.2 0.1 0.6
H 4.98382 -0.65244 -4.18056 -0.3 0.3 -0.1
H -5.94655 -4.09610 2.12550 0.4 -0.3 0.3
H -3.86542 -5.87931 0.24393 -0.1 -0.8 -0.3
H -1.33801 0.70627 6.62183 0.1 0.0 -0.6
H 0.34350 2.48229 -4.30340 0.1 0.3 -0.2
H -0.98620 5.90906 2.09423 -0.2 -0.1 -0.4
H -0.43527 7.29229 -1.55445 0.1 0.5 0.2
H 4.84192 -3.34400 -0.99911 -0.1 0.0 0.5
H 2.76607 -1.53365 -2.45290 -0.3 0.1 0.0
H 0.44271 -4.80323 0.08379 0.2 -0.3 0.2
H 3.84547 -1.88153 -0.76024 0.1 0.0 0.2
H 0.69329 5.43176 -0.42330 0.1 0.0 -0.5
H 4.80955 0.13096 -2.60243 -0.5 -0.5 0.4
H -0.08421 4.43445 1.56435 -0.5 -0.2 -0.1
H -0.18901 5.54323 -5.60317 -0.2 0.0 0.5
```
Positions in Å, forces in eV/Å.

The calculation puts the energy relative to the best compared isomer or geometry (same formula, charge and spin) at 4.147 eV. The gap between HOMO and LUMO is 6.80 eV. The total charge is -1. The HOMO energy is -4.63 eV. Its spin multiplicity is 1.


Let's list E_tot in order: -1224.93169; -3984.07846; -2708.44970; -1587.54004 a.u..